1.
107
Properties=species:S:1:pos:R:3 method="wB97M-V/def2-TZVPD" charge=-2 multiplicity=1 e_tot_ha=-2446.9464 max_force_ha_per_bohr=0.029
O 2.011 0.871 1.536
C 0.916 0.495 0.747
C 0.419 -0.970 0.788
O 0.181 -1.499 2.041
H 1.082 0.756 -0.330
H 0.095 1.214 0.971
H 1.206 -1.559 0.259
H -0.482 -1.035 0.131
N 1.718 -3.249 -4.911
C 1.037 -2.198 -4.416
C 1.469 -1.485 -3.307
C 2.544 -1.971 -2.580
C 3.205 -3.103 -3.030
C 2.747 -3.706 -4.195
H 0.179 -1.911 -5.011
H 0.936 -0.584 -3.028
H 2.931 -1.429 -1.725
H 4.134 -3.401 -2.564
H 3.199 -4.543 -4.720
N -2.521 2.695 1.044
C -3.585 3.455 0.761
C -4.577 3.670 1.702
C -4.573 2.925 2.877
C -3.509 2.095 3.152
C -2.494 2.019 2.181
H -3.627 3.996 -0.177
H -5.357 4.396 1.501
H -5.326 3.191 3.612
H -3.393 1.576 4.092
H -1.642 1.347 2.255
N 1.563 2.645 -4.639
C 2.079 2.541 -3.417
C 1.397 2.806 -2.239
C 0.048 3.140 -2.320
C -0.536 3.203 -3.600
C 0.267 2.964 -4.705
H 3.118 2.231 -3.437
H 1.858 2.710 -1.263
H -0.506 3.262 -1.397
H -1.613 3.229 -3.692
H -0.157 2.897 -5.702
C 1.716 -4.585 0.907
O 0.800 -4.301 1.941
H 2.415 -5.317 1.339
H 1.297 -5.148 0.057
H 2.277 -3.724 0.542
H 0.486 -3.382 1.766
C 4.896 1.548 3.577
O 4.332 1.083 4.786
H 4.788 2.645 3.548
H 5.967 1.313 3.512
H 4.345 1.192 2.708
H 4.917 1.315 5.509
C -3.286 -1.500 2.028
O -2.319 -1.303 3.011
H -3.105 -1.048 1.045
H -3.407 -2.572 1.818
H -4.236 -1.121 2.418
H -1.375 -1.415 2.680
C 4.383 -1.558 1.546
O 4.311 -1.417 2.976
H 3.357 -1.690 1.206
H 4.873 -0.718 1.056
H 4.874 -2.519 1.336
H 5.207 -1.605 3.267
C -0.075 3.226 4.944
O 1.009 2.554 4.371
H 0.134 4.280 5.192
H -0.934 3.212 4.254
H -0.432 2.749 5.860
H 1.164 2.970 3.501
C 4.851 2.337 0.041
O 4.088 1.234 -0.396
H 5.059 2.935 -0.858
H 4.235 2.984 0.670
H 5.835 2.093 0.453
H 3.396 1.009 0.292
C 0.785 4.346 1.237
O 1.852 3.711 1.908
H -0.184 3.966 1.581
H 0.800 5.411 1.484
H 0.895 4.215 0.157
H 1.883 2.727 1.710
F -3.832 2.769 -2.842
C -3.902 1.428 -2.668
C -4.956 0.751 -3.262
C -5.125 -0.600 -3.045
C -4.176 -1.301 -2.321
C -3.079 -0.635 -1.786
C -2.939 0.746 -1.933
H -5.664 1.357 -3.817
H -5.952 -1.104 -3.530
H -4.255 -2.377 -2.244
H -2.344 -1.219 -1.249
H -2.112 1.358 -1.593
F -4.918 -5.769 -1.160
C -3.714 -5.134 -1.179
C -3.116 -4.870 -2.381
C -1.805 -4.350 -2.375
C -1.255 -3.975 -1.163
C -1.948 -4.126 0.050
C -3.168 -4.762 0.046
H -3.529 -5.299 -3.286
H -1.200 -4.294 -3.270
H -0.261 -3.544 -1.144
H -1.388 -3.904 0.950
H -3.680 -4.962 0.977



2.
12
Properties=species:S:1:pos:R:3 method="wB97M-V/def2-TZVPD" charge=0 multiplicity=1 e_above_lowest_kcal_mol=89.5 max_force_ha_per_bohr=0.080
C 1.382 0.453 0.818
C 1.719 0.381 -0.462
O 2.898 1.037 -0.983
H 0.764 -0.322 1.298
H 1.622 1.308 1.517
H 0.919 0.162 -1.244
H 3.337 1.218 -0.058
C -2.268 -0.955 0.078
N -2.753 -0.310 -0.879
H -2.716 -1.672 0.755
H -1.359 -0.503 0.490
H -3.544 -0.798 -1.329



3.
206
Properties=species:S:1:pos:R:3 method="wB97M-V/def2-TZVPD" charge=0 multiplicity=1 e_above_lowest_kcal_mol=6.3 max_force_ha_per_bohr=0.114
O 1.710 -2.991 3.536
H 0.836 -3.334 3.737
H 1.882 -3.201 2.615
H 2.400 -3.174 4.177
O 0.372 3.432 -1.671
H 0.355 3.803 -2.556
H 0.058 2.525 -1.679
H -0.243 3.921 -1.119
C 1.436 -1.262 0.212
C 0.567 -2.308 0.218
C -0.851 -2.130 -0.345
O -1.786 -3.014 -0.284
C -1.247 -0.992 -0.953
C -0.371 0.159 -1.152
C 1.060 0.075 -0.346
O 1.776 1.114 -0.324
O -0.654 1.208 -1.832
O 1.056 -3.377 0.744
H 2.433 -1.262 0.627
H -2.255 -0.793 -1.288
O 3.504 1.478 -2.466
H 2.830 1.438 -1.788
H 3.277 2.250 -2.985
O 1.973 2.455 1.973
H 1.859 2.009 1.134
H 2.885 2.291 2.210
O -3.650 -1.443 1.575
H -2.969 -1.632 0.929
H -4.024 -2.298 1.787
O -3.600 -3.990 -2.408
H -3.087 -3.658 -1.671
H -4.485 -3.662 -2.252
O 1.976 -5.707 -0.887
H 1.953 -5.164 -0.099
H 1.221 -5.420 -1.399
O -2.136 -4.937 1.806
H -1.818 -4.357 2.498
H -2.011 -4.439 0.999
C 3.445 -8.621 3.565
O 2.090 -8.145 3.337
C 1.896 -6.940 2.642
C 0.404 -6.377 2.783
N -0.644 -7.266 2.376
C -0.506 -7.481 0.889
C -1.721 -8.111 0.271
O -2.894 -7.335 0.551
C -3.396 -6.571 -0.561
H 3.537 -9.510 4.190
H 4.048 -7.809 3.970
H 3.839 -8.965 2.608
H 2.272 -6.927 1.619
H 2.422 -6.114 3.120
H 0.306 -5.356 2.416
H 0.261 -6.354 3.863
H -0.291 -8.127 2.768
H 0.404 -8.053 0.707
H -0.490 -6.486 0.445
H -1.797 -9.094 0.735
H -1.525 -8.147 -0.800
H -2.520 -6.166 -1.067
H -4.010 -5.741 -0.211
H -3.904 -7.263 -1.233
C 4.360 -4.009 1.474
O 4.106 -4.502 2.777
C 5.090 -4.148 3.741
C 4.473 -4.442 5.080
N 3.497 -3.472 5.486
C 4.027 -2.246 6.119
C 2.931 -1.164 6.374
O 2.407 -0.621 5.182
C 1.343 0.317 5.427
H 3.562 -4.266 0.777
H 5.302 -4.295 1.005
H 4.334 -2.923 1.390
H 5.302 -3.091 3.581
H 6.033 -4.670 3.583
H 5.247 -4.458 5.846
H 3.921 -5.382 5.091
H 3.100 -3.901 6.309
H 4.905 -1.799 5.652
H 4.483 -2.443 7.089
H 3.321 -0.340 6.971
H 2.101 -1.590 6.938
H 1.766 1.050 6.115
H 0.422 -0.148 5.778
H 1.045 0.807 4.500
C 0.333 7.139 -3.089
O -0.281 6.198 -2.145
C -0.780 6.745 -0.906
C -1.820 5.719 -0.383
N -1.251 4.500 0.143
C -2.406 3.591 0.437
C -2.016 2.249 1.144
O -1.798 2.391 2.511
C -1.706 1.034 3.081
H 0.465 6.555 -4.000
H 1.317 7.399 -2.700
H -0.369 7.927 -3.363
H -1.237 7.724 -1.047
H 0.057 6.854 -0.216
H -2.496 5.566 -1.225
H -2.359 6.256 0.398
H -0.816 4.533 1.054
H -2.781 3.336 -0.554
H -3.093 4.143 1.078
H -1.076 1.911 0.708
H -2.763 1.491 0.909
H -0.872 0.484 2.644
H -2.602 0.416 3.009
H -1.352 1.046 4.111
C 3.571 5.566 -2.827
O 2.525 4.546 -3.049
C 2.458 4.347 -4.469
C 1.430 3.320 -4.896
N 0.109 3.751 -4.395
C -0.899 2.875 -4.878
C -2.243 3.050 -4.157
O -3.071 4.143 -4.398
C -4.283 4.090 -3.651
H 4.566 5.198 -3.077
H 3.537 5.672 -1.742
H 3.382 6.563 -3.225
H 3.389 3.919 -4.841
H 2.322 5.348 -4.879
H 1.677 2.278 -4.695
H 1.419 3.356 -5.986
H -0.021 4.547 -5.002
H -0.590 1.882 -4.555
H -0.954 2.901 -5.967
H -2.183 2.976 -3.071
H -2.821 2.197 -4.514
H -4.085 3.879 -2.600
H -4.893 3.330 -4.138
H -4.828 5.032 -3.719
C 2.271 -0.984 -4.556
O 1.571 -1.995 -5.221
C 0.607 -2.723 -4.571
C -0.654 -2.088 -4.009
N -1.625 -1.690 -5.023
C -2.806 -1.041 -4.565
C -3.746 -0.816 -5.767
O -3.269 0.261 -6.592
C -3.961 0.258 -7.841
H 1.490 -0.296 -4.232
H 2.996 -0.559 -5.250
H 2.916 -1.279 -3.729
H 1.068 -3.398 -3.850
H 0.246 -3.462 -5.286
H -0.298 -1.302 -3.343
H -1.077 -2.846 -3.351
H -1.140 -1.010 -5.592
H -2.522 -0.033 -4.263
H -3.369 -1.569 -3.795
H -4.741 -0.650 -5.353
H -3.910 -1.720 -6.353
H -5.046 0.256 -7.732
H -3.634 -0.560 -8.483
H -3.612 1.170 -8.326
C 6.356 2.760 5.884
O 6.201 1.998 4.744
C 4.826 1.667 4.535
C 4.767 0.852 3.243
N 5.325 1.522 2.067
C 5.101 0.727 0.826
C 5.989 1.235 -0.430
O 7.314 1.446 0.062
C 7.955 2.332 -0.832
H 5.965 2.197 6.732
H 5.959 3.765 5.744
H 7.438 2.832 5.994
H 4.228 2.542 4.281
H 4.371 1.131 5.368
H 3.734 0.514 3.176
H 5.416 -0.011 3.388
H 6.277 1.833 2.194
H 4.061 0.890 0.543
H 5.227 -0.346 0.973
H 5.527 2.183 -0.706
H 6.035 0.472 -1.207
H 8.944 2.615 -0.472
H 7.341 3.177 -1.143
H 8.216 1.737 -1.707
C -8.148 2.806 4.078
O -6.988 3.609 3.827
C -7.177 4.757 2.991
C -7.724 4.447 1.619
N -7.131 3.275 0.875
C -7.436 3.377 -0.600
C -6.833 2.227 -1.493
O -5.467 2.088 -1.260
C -4.961 0.999 -2.037
H -9.033 3.433 4.186
H -8.173 2.135 4.937
H -8.403 2.115 3.275
H -6.236 5.299 2.893
H -7.842 5.533 3.370
H -7.515 5.366 1.070
H -8.805 4.391 1.745
H -6.128 3.296 0.984
H -7.264 4.386 -0.974
H -8.521 3.419 -0.698
H -7.011 2.600 -2.502
H -7.462 1.386 -1.200
H -3.881 1.141 -2.087
H -5.375 0.985 -3.045
H -5.162 0.050 -1.539